{"formula": "C14H20B3CaF12O12", "method": "ωB97M-V/def2-TZVPD", "gap_ev": 9.36, "total_energy_ev": -92516.6073, "charge": -1, "e_homo_ev": -7.35, "spin_multiplicity": 1, "elements": ["Ca", "B", "F", "F", "F", "F", "B", "F", "F", "F", "F", "B", "F", "F", "F", "F", "C", "C", "O", "C", "O", "O", "H", "H", "H", "H", "C", "C", "O", "C", "O", "O", "H", "H", "H", "H", "C", "C", "C", "O", "C", "O", "O", "H", "H", "H", "H", "H", "H", "C", "C", "C", "O", "C", "O", "O", "H", "H", "H", "H", "H", "H"], "xyz": [[-0.748798, -0.085984, -0.334304], [-3.017004, 2.576711, 0.290243], [-1.913963, 1.911587, -0.288825], [-2.605500, 3.518029, 1.249117], [-3.704368, 3.259731, -0.740294], [-3.903949, 1.665098, 0.905922], [-1.111966, 0.415804, 2.443354], [-1.828473, -0.392261, 1.563512], [-0.279498, 1.124658, 1.580373], [-1.994368, 1.235924, 3.155340], [-0.381702, -0.309459, 3.401463], [-0.308880, -0.550539, -3.075344], [-1.423617, -1.391950, -3.243586], [-0.811879, 0.702305, -2.720761], [0.501781, -0.972664, -1.961971], [0.440769, -0.501375, -4.229387], [0.370206, -5.339613, 1.735765], [-0.089954, -4.449521, 2.884665], [-0.863470, -3.438672, 2.266765], [-0.492255, -3.373893, 0.941701], [-0.746119, -2.495683, 0.201729], [0.237303, -4.451159, 0.632317], [-0.363062, -6.134050, 1.587586], [1.381888, -5.721787, 1.809418], [0.779895, -4.108775, 3.448754], [-0.738946, -4.987751, 3.571682], [-5.080848, -0.645308, -3.691396], [-4.391495, 0.755602, -3.812390], [-3.722008, 0.847326, -2.560223], [-3.668679, -0.343941, -1.948751], [-3.080370, -0.506269, -0.926774], [-4.465372, -1.215471, -2.568509], [-4.788758, -1.227090, -4.562655], [-6.162918, -0.528972, -3.642171], [-5.024965, 1.622667, -3.939214], [-3.635487, 0.594511, -4.580617], [0.063923, 5.793577, 1.019390], [0.668181, 5.186061, -0.244964], [2.186167, 4.840459, -0.074109], [2.231681, 3.448047, -0.289124], [1.003242, 2.972306, -0.572303], [0.743053, 1.831139, -0.699645], [0.082463, 3.953282, -0.543506], [0.041468, 5.077232, 1.845050], [-0.965415, 6.106233, 0.837958], [0.560933, 6.671936, 1.441003], [0.503849, 5.956397, -1.001698], [2.518159, 5.083824, 0.933814], [2.762213, 5.369418, -0.834241], [4.128091, -3.629007, 1.746033], [4.693120, -2.224358, 1.560266], [5.022883, -1.898434, 0.094625], [3.920733, -1.091462, -0.337583], [3.097543, -0.876719, 0.701958], [2.045137, -0.342987, 0.588916], [3.658934, -1.278793, 1.866603], [3.261121, -3.760460, 1.104003], [3.850264, -3.762128, 2.795826], [4.946682, -4.349957, 1.679261], [5.604081, -2.022384, 2.119741], [5.046493, -2.756745, -0.576454], [5.961835, -1.354256, -0.003373]], "forces_ev_per_a": [[-0.3117, 1.1027, -0.1029], [-1.4475, 0.5883, 0.6226], [0.1227, -0.1193, -0.0759], [0.3774, -0.0668, -0.2581], [0.1135, -0.0296, -0.0988], [0.4083, 0.1048, -0.4500], [-0.9519, 0.9787, 2.3962], [-0.7996, -1.3618, 0.1674], [1.1206, 0.5764, 0.2038], [0.4429, -0.1278, -0.3946], [0.2548, -0.3559, -0.5775], [-0.1759, -0.0221, -0.9551], [0.2327, -0.3243, 0.1948], [-0.0190, 0.3275, 0.2398], [0.0504, -0.4935, -0.4756], [0.2167, -0.0551, -0.0180], [-1.3171, 0.2843, 0.0101], [0.0925, -0.9014, 0.6772], [0.6090, 0.2540, -0.9401], [0.0652, -0.3991, 1.9716], [-0.1927, 0.3824, -0.7049], [0.7523, -0.2154, -0.9301], [0.3020, -0.2892, -0.0821], [0.0571, 0.0664, -0.0583], [-0.2068, 0.7547, -0.0777], [0.0008, 0.0149, 0.0631], [0.2734, 1.3893, -1.1456], [0.6129, -1.7255, 0.4903], [0.2028, 0.2002, -0.1275], [-0.4650, 1.7706, -0.0257], [0.3176, -1.1056, -0.0985], [-0.3857, -1.0749, 0.5565], [-0.3297, -0.2209, 0.0033], [-0.0357, -0.4901, 0.5420], [-0.0710, -0.0024, -0.1306], [0.0560, 0.8665, -0.1671], [-0.6047, -0.3293, 0.6634], [0.9101, 1.5041, 1.4583], [-1.1224, 0.6680, -0.3908], [0.5136, -0.2365, -0.2413], [-0.7654, 0.6348, 1.0649], [0.4952, -0.7601, -0.7423], [-0.0568, -0.2332, -0.6554], [-0.0943, -0.2221, -0.2116], [-0.0438, -0.2505, -0.0394], [0.4602, 0.0303, -0.5917], [0.0569, -0.5948, -0.6236], [0.1827, -0.1086, -0.0463], [0.2968, -0.1676, 0.1439], [0.8980, 0.4665, 1.2785], [-0.1089, -0.2981, -0.7646], [-0.3204, 0.1037, -0.4290], [0.5304, -0.4672, 0.0799], [-0.4597, 0.9053, -0.2933], [-0.1611, -0.3014, 0.3642], [0.3139, -0.2903, 0.0547], [0.1560, -0.4033, -0.1829], [-0.4463, 0.2896, -0.0758], [-0.2490, -0.1889, -0.8563], [-0.3547, -0.0495, 0.6147], [0.1063, -0.1866, 0.2280], [-0.1052, 0.2049, -0.0502]], "nbo_charge": [1.824, 1.358, -0.601, -0.575, -0.585, -0.571, 1.331, -0.583, -0.580, -0.551, -0.571, 1.321, -0.572, -0.564, -0.593, -0.552, -0.093, -0.097, -0.460, 1.005, -0.600, -0.491, 0.181, 0.195, 0.185, 0.195, -0.091, -0.093, -0.454, 1.031, -0.636, -0.485, 0.183, 0.178, 0.202, 0.187, -0.639, 0.074, -0.090, -0.494, 1.016, -0.609, -0.450, 0.237, 0.238, 0.198, 0.174, 0.185, 0.177, -0.640, 0.063, -0.095, -0.478, 0.978, -0.565, -0.487, 0.226, 0.222, 0.214, 0.192, 0.193, 0.184]}